{"formula": "C26H21BiGeN2O2", "method": "the ωB97M-V functional and the def2-TZVPD basis", "elements": ["Bi", "O", "C", "C", "C", "C", "C", "C", "C", "N", "N", "C", "O", "C", "C", "C", "C", "C", "C", "H", "H", "H", "H", "H", "H", "H", "H", "H", "H", "Ge", "C", "C", "C", "C", "C", "C", "C", "C", "C", "C", "C", "C", "H", "H", "H", "H", "H", "H", "H", "H", "H", "H", "H"], "xyz": [[2.646, -0.748, -0.621], [3.028, -0.133, 1.462], [2.562, 0.678, 2.310], [3.038, 0.652, 3.651], [2.572, 1.551, 4.549], [1.599, 2.553, 4.197], [1.115, 2.619, 2.944], [1.558, 1.682, 1.935], [1.003, 1.798, 0.697], [1.210, 1.000, -0.415], [0.430, 1.298, -1.384], [0.613, 0.503, -2.514], [1.482, -0.406, -2.487], [-0.197, 0.793, -3.670], [-1.116, 1.852, -3.656], [-1.875, 2.108, -4.781], [-1.723, 1.317, -5.914], [-0.813, 0.262, -5.933], [-0.049, -0.002, -4.816], [3.778, -0.093, 3.906], [2.945, 1.530, 5.566], [1.270, 3.255, 4.951], [0.388, 3.369, 2.662], [0.274, 2.582, 0.518], [-1.223, 2.465, -2.773], [-2.579, 2.928, -4.783], [-2.316, 1.525, -6.795], [-0.701, -0.341, -6.823], [0.668, -0.812, -4.817], [0.255, -2.164, 0.422], [0.327, -1.753, 2.287], [1.178, -2.536, 3.077], [1.207, -2.366, 4.450], [0.390, -1.412, 5.048], [-0.449, -0.623, 4.274], [-0.478, -0.785, 2.896], [-1.074, -1.566, -0.804], [-1.261, -2.335, -1.961], [-2.252, -2.001, -2.865], [-3.066, -0.896, -2.628], [-2.887, -0.124, -1.489], [-1.889, -0.448, -0.584], [0.813, -3.544, 0.079], [1.801, -3.300, 2.625], [1.849, -2.990, 5.057], [0.396, -1.298, 6.124], [-1.097, 0.105, 4.742], [-1.163, -0.184, 2.314], [-0.644, -3.207, -2.147], [-2.403, -2.606, -3.749], [-3.846, -0.643, -3.333], [-3.527, 0.729, -1.304], [-1.766, 0.164, 0.301]], "atomic_forces_ev_per_a": [[0.05, 0.15, -0.12], [-0.02, -0.02, 0.03], [0.01, 0.02, 0.01], [0.01, -0.01, -0.02], [-0.01, 0.01, 0.01], [0.01, -0.01, 0.01], [0.00, -0.01, -0.02], [0.00, 0.00, 0.04], [-0.03, -0.03, -0.01], [0.09, -0.06, 0.02], [-0.01, -0.02, -0.07], [-0.01, 0.09, 0.06], [0.03, -0.07, 0.02], [-0.01, -0.01, -0.02], [0.00, -0.01, 0.01], [0.00, 0.00, -0.01], [0.00, 0.00, 0.00], [0.00, 0.00, 0.00], [0.00, 0.00, 0.01], [0.00, 0.00, 0.00], [0.00, 0.00, 0.00], [0.00, 0.00, 0.00], [0.00, 0.00, 0.00], [0.00, 0.00, 0.00], [0.00, 0.00, 0.00], [0.00, 0.00, 0.00], [0.00, 0.00, 0.00], [0.00, 0.00, 0.00], [0.00, 0.00, 0.00], [-0.14, -0.06, 0.09], [0.00, -0.02, -0.01], [0.00, 0.00, -0.01], [-0.01, 0.01, 0.01], [0.01, -0.02, 0.00], [-0.01, 0.02, -0.02], [0.00, 0.01, 0.01], [0.01, -0.01, 0.02], [-0.01, 0.01, -0.01], [0.00, 0.01, -0.01], [0.00, -0.01, 0.00], [-0.01, -0.01, 0.03], [0.00, 0.02, -0.02], [0.03, 0.01, 0.00], [0.00, 0.00, 0.00], [0.00, 0.00, 0.00], [0.00, 0.00, 0.00], [0.00, 0.00, 0.00], [0.00, 0.00, -0.01], [0.00, 0.00, 0.00], [0.00, 0.00, 0.00], [0.00, 0.00, 0.00], [0.00, 0.00, 0.00], [0.00, 0.00, 0.01]], "homo_lumo_gap_ev": [5.26, 5.26], "total_charge": 2, "homo_ev": [-14.37, -14.37], "fmax_ev_per_a": 0.2}

***

{"formula": "C31H69ClN2O4P3S2", "method": "the ωB97M-V functional and the def2-TZVPD basis", "elements": ["C", "C", "C", "C", "C", "C", "C", "C", "C", "C", "C", "C", "C", "N", "C", "C", "N", "C", "C", "C", "C", "C", "C", "P", "S", "C", "P", "S", "C", "Cl", "C", "C", "H", "H", "H", "H", "H", "H", "H", "H", "H", "H", "H", "H", "H", "H", "H", "H", "H", "H", "H", "H", "H", "H", "H", "H", "H", "H", "H", "H", "H", "H", "H", "H", "H", "H", "H", "H", "H", "H", "H", "H", "H", "H", "H", "H", "H", "H", "H", "H", "H", "H", "H", "H", "H", "H", "O", "P", "O", "C", "C", "O", "C", "C", "O", "C", "C", "H", "H", "H", "H", "H", "H", "H", "H", "H", "H", "H", "H", "H", "H", "H"], "xyz": [[-0.794, -7.306, -4.003], [0.036, -6.296, -4.828], [-0.566, -4.874, -4.842], [0.053, -3.927, -3.789], [-1.030, -3.262, -2.939], [-0.474, -2.365, -1.822], [-1.280, -1.072, -1.671], [-0.682, -0.175, -0.569], [-1.362, -0.444, 0.782], [-1.045, 0.600, 1.853], [0.471, 0.859, 2.004], [0.846, 1.256, 3.449], [1.265, -0.005, 4.233], [0.529, -1.182, 3.891], [0.009, -1.981, 5.005], [0.941, -3.116, 5.490], [2.779, -0.231, 4.198], [3.533, 0.373, 3.050], [5.000, -0.064, 3.241], [5.876, -0.204, 1.967], [7.314, 0.285, 2.238], [5.364, 0.460, 0.673], [3.204, 1.891, 2.839], [4.657, 3.070, 2.864], [4.389, 4.839, 3.602], [1.915, 2.400, 3.582], [1.117, 3.843, 2.659], [-0.785, 4.052, 2.981], [2.025, 2.700, 5.122], [1.597, 4.373, 5.619], [3.353, 2.360, 5.823], [3.120, 1.721, 7.211], [-0.942, -8.228, -4.564], [-0.311, -7.535, -3.054], [-1.788, -6.915, -3.782], [1.026, -6.244, -4.370], [0.175, -6.662, -5.844], [-1.636, -4.971, -4.645], [-0.455, -4.458, -5.843], [0.716, -4.508, -3.143], [0.641, -3.158, -4.294], [-1.625, -4.063, -2.491], [-1.700, -2.691, -3.587], [-0.462, -2.901, -0.869], [0.561, -2.094, -2.057], [-1.297, -0.538, -2.623], [-2.299, -1.341, -1.384], [-0.867, 0.875, -0.810], [0.392, -0.368, -0.504], [-2.437, -0.394, 0.598], [-1.130, -1.450, 1.146], [-1.553, 1.540, 1.641], [-1.431, 0.223, 2.801], [0.718, 1.616, 1.262], [0.966, -0.062, 1.681], [-0.066, 1.575, 3.953], [1.035, 0.196, 5.279], [0.992, -1.762, 3.203], [-0.887, -2.471, 4.623], [-0.326, -1.346, 5.822], [0.588, -4.064, 5.085], [0.921, -3.234, 6.571], [1.963, -3.005, 5.119], [3.212, -0.019, 5.099], [2.890, -1.241, 4.099], [3.200, -0.182, 2.174], [5.485, 0.491, 4.044], [4.929, -1.082, 3.646], [5.987, -1.267, 1.756], [7.842, 0.469, 1.305], [7.877, -0.502, 2.744], [7.348, 1.150, 2.900], [5.819, 1.439, 0.540], [5.734, -0.129, -0.168], [4.281, 0.501, 0.550], [2.906, 1.945, 1.787], [5.732, 2.444, 3.500], [5.015, 3.187, 1.517], [1.366, 3.523, 1.312], [1.842, 5.002, 2.911], [1.241, 2.133, 5.615], [4.023, 1.720, 5.242], [3.901, 3.282, 5.995], [3.855, 2.080, 7.926], [3.129, 0.627, 7.175], [2.139, 2.017, 7.586], [-7.202, 3.159, -4.663], [-6.217, 2.176, -5.111], [-4.729, 2.555, -4.648], [-4.513, 3.029, -3.312], [-4.525, 1.916, -2.277], [-6.025, 2.342, -6.701], [-6.923, 3.142, -7.478], [-6.360, 4.531, -7.710], [-6.289, 0.604, -5.046], [-5.271, -0.227, -5.638], [-4.197, -0.614, -4.647], [-5.262, 3.784, -3.067], [-3.543, 3.524, -3.321], [-5.390, 1.264, -2.404], [-4.553, 2.339, -1.272], [-3.632, 1.295, -2.360], [-7.898, 3.196, -6.996], [-7.058, 2.622, -8.427], [-5.911, 4.926, -6.799], [-7.141, 5.213, -8.045], [-5.580, 4.505, -8.472], [-4.849, 0.248, -6.522], [-5.798, -1.119, -5.975], [-3.464, 0.184, -4.526], [-3.658, -1.494, -5.003], [-4.627, -0.827, -3.668]], "atomic_forces_ev_per_a": [[0.02, 0.17, -0.25], [-0.14, 0.07, 0.39], [0.34, -0.32, 0.02], [-0.58, -0.14, -0.24], [0.33, -0.25, 0.30], [-0.24, 0.26, -0.50], [0.62, -0.17, 0.56], [-0.81, -0.22, 0.12], [0.02, 0.50, -0.24], [0.22, -0.46, 0.13], [-0.77, -0.10, -0.11], [0.66, -0.47, -0.75], [-0.88, 0.39, 0.59], [0.46, 0.30, 0.51], [-0.06, -0.99, -0.39], [-0.39, -0.07, -0.15], [-0.08, -0.45, -0.20], [0.72, 0.16, -0.13], [-0.27, -0.66, 0.10], [0.42, 0.59, -0.19], [0.01, -0.74, 0.29], [0.34, -0.32, -0.06], [-0.13, -0.06, -0.03], [-0.21, 1.28, 0.38], [-0.01, -0.10, 0.00], [-0.17, -0.33, 0.23], [-1.10, 0.28, 0.23], [0.09, -0.12, -0.03], [0.47, 0.02, -0.08], [-0.08, -0.02, 0.01], [0.01, 0.04, 0.77], [-0.32, 0.16, -0.40], [0.08, -0.12, 0.16], [-0.05, -0.12, 0.01], [-0.01, 0.01, 0.01], [0.14, 0.01, -0.26], [-0.07, -0.01, -0.02], [-0.06, 0.12, -0.14], [-0.05, 0.14, 0.04], [0.09, 0.13, 0.06], [0.16, -0.01, 0.14], [-0.17, 0.08, -0.06], [0.00, 0.04, 0.00], [0.07, -0.02, 0.01], [0.03, -0.04, 0.02], [-0.10, -0.08, -0.06], [-0.14, 0.17, -0.25], [0.25, 0.05, -0.05], [0.07, 0.25, -0.09], [-0.04, -0.21, 0.12], [0.03, -0.02, -0.01], [0.03, 0.03, -0.01], [-0.06, 0.13, 0.04], [0.27, 0.02, 0.09], [0.27, 0.08, 0.12], [0.01, 0.27, -0.09], [0.23, -0.08, 0.08], [-0.32, 0.06, -0.28], [-0.15, 0.18, 0.10], [0.18, 0.26, -0.10], [0.08, -0.03, -0.04], [0.24, 0.12, 0.03], [0.11, 0.11, 0.29], [-0.03, 0.36, -0.06], [0.04, -0.01, 0.09], [-0.36, 0.11, 0.06], [0.06, 0.21, -0.16], [0.06, 0.01, 0.05], [-0.35, -0.06, 0.04], [-0.01, 0.22, 0.02], [0.01, 0.06, 0.10], [0.02, 0.23, -0.27], [-0.31, 0.17, 0.04], [-0.03, -0.01, -0.02], [-0.02, 0.12, 0.05], [0.13, -0.01, -0.05], [-0.04, -0.38, -0.27], [0.10, -0.53, -0.03], [0.51, 0.08, 0.06], [0.35, -0.18, -0.10], [-0.07, -0.02, -0.10], [-0.03, 0.11, -0.17], [0.05, 0.05, -0.33], [0.11, -0.26, 0.04], [0.09, -0.02, 0.15], [0.04, 0.04, 0.10], [-0.68, -1.18, 1.23], [1.54, 1.64, -2.97], [-0.12, -0.42, 0.38], [0.00, 0.19, 0.31], [0.14, -0.11, -0.10], [0.12, -0.32, 0.17], [-0.19, 0.26, -0.11], [0.23, -0.06, -0.12], [-0.68, 0.15, 1.12], [0.07, -0.50, -0.14], [0.25, 0.23, 0.09], [-0.09, -0.06, -0.12], [0.01, -0.02, -0.11], [-0.07, 0.09, 0.07], [-0.03, 0.03, -0.01], [-0.02, -0.02, -0.01], [0.06, -0.01, 0.15], [0.07, -0.06, 0.03], [-0.17, 0.01, 0.08], [-0.01, -0.01, 0.00], [0.01, 0.02, 0.02], [-0.07, 0.19, 0.04], [-0.13, 0.06, 0.05], [-0.05, 0.05, 0.03], [-0.10, -0.05, -0.02], [-0.04, -0.14, -0.05]], "homo_lumo_gap_ev": 8.01, "total_charge": 1, "homo_ev": -11.00, "fmax_ev_per_a": 3.7}

***

Q: What is the formula in the second record?
A: C31H69ClN2O4P3S2